{
  "formula": "C3H13NO3",
  "method": "wB97M-V/def2-TZVPD",
  "species": ["C", "C", "C", "N", "H", "H", "H", "H", "H", "H", "H", "O", "H", "H", "O", "H", "H", "O", "H", "H"],
  "positions_angstrom": [[-0.888374, -1.270714, -0.521719], [-0.756045, -0.113941, -1.148275], [-1.048871, 0.296961, -2.511114], [-0.224433, 0.941721, -0.368372], [-0.449901, -1.523665, 0.362730], [-1.432009, -2.138592, -1.001395], [-0.115255, 0.424405, -3.048577], [-1.726758, 1.153718, -2.577818], [-1.521296, -0.585886, -2.984333], [0.320263, 1.732112, -0.731461], [-0.121188, 0.723520, 0.576685], [1.190296, -0.628325, 1.488489], [2.053391, -0.475766, 1.275959], [1.172134, -1.117689, 0.645177], [3.088110, 0.647420, 0.048977], [3.383265, 1.457077, 0.545953], [3.948473, 0.495328, -0.490024], [-2.291460, -0.032865, 2.349183], [-2.228545, 0.289619, 1.496914], [-1.447358, -0.389918, 2.502256]],
  "atomic_forces_ev_per_a": [[-2.2904, -2.4797, -3.4357], [1.6161, 2.4009, 2.2964], [-1.1663, -1.6615, -1.3307], [-0.6613, 0.7889, -1.8599], [0.5091, -0.1956, 2.2906], [0.6703, 1.2132, 0.3540], [0.1216, 0.4971, -0.1239], [0.3717, -0.0583, -0.0018], [-0.0088, 0.5935, -0.1309], [-0.5448, -0.9960, 0.0771], [0.7151, -0.0594, 1.3691], [-2.6889, -1.8216, -0.0794], [4.6160, 2.0042, 0.5597], [-1.5649, -0.2989, 0.1567], [3.2880, 1.0772, -0.8385], [-0.7701, -1.0266, -0.4339], [-2.2394, 0.0357, 1.1381], [-1.6612, -0.2584, 2.3622], [-0.0671, 1.1033, -2.9199], [1.7554, -0.8580, 0.5507]],
  "lowdin_charge": [0.01, -0.48, -0.06, 0.08, 0.00, 0.09, 0.08, 0.09, 0.09, 0.10, 0.02, -0.05, -0.05, 0.04, -0.10, 0.08, 0.10, 0.00, -0.03, 0.00],
  "orbital_gap_ev": 8.1,
  "e_lumo_ev": 0.116,
  "smiles": "C=C(C)N.O.O.O",
  "homo_ev": -8.0,
  "e_tot_ha": -402.50954,
  "total_charge": 0
}